[1]
Density functional theory data (ωB97M-V with the def2-TZVPD basis set) for C35H50BaCl5Ge3 as an isolated structure at a distorted geometry.

XYZ file:
```
94
C35H50BaCl5Ge3 (ωB97M-V with the def2-TZVPD basis set)
Ba 0.29 1.65 -0.09
C 0.21 4.44 1.77
C 0.41 3.39 2.76
C 1.69 2.96 2.62
C 2.32 3.72 1.51
C 1.39 4.60 1.00
H -0.69 5.03 1.67
H -0.31 3.09 3.50
H 2.21 2.24 3.22
H 3.35 3.64 1.20
H 1.56 5.31 0.21
C 5.26 1.60 0.12
C 4.55 1.07 1.35
Ge 2.98 -0.09 1.06
C 2.27 -0.60 2.84
C 1.30 -1.77 2.89
C 3.83 -1.73 0.41
C 3.39 -2.07 -0.81
Ge 2.19 -0.65 -1.34
C 0.33 -1.20 -1.61
C -0.12 -2.18 -0.53
C 3.12 0.67 -2.44
C 3.80 0.05 -3.67
C 3.77 -3.24 -1.63
C 4.67 -4.20 -1.18
C 5.00 -5.29 -1.97
C 4.42 -5.45 -3.22
C 3.52 -4.50 -3.68
C 3.20 -3.41 -2.89
H 6.16 2.16 0.37
H 4.63 2.28 -0.46
H 5.56 0.79 -0.55
H 4.32 1.89 2.04
H 5.22 0.41 1.91
H 1.83 0.25 3.36
H 3.19 -0.84 3.37
H 0.33 -1.51 2.45
H 1.09 -2.07 3.91
H 1.67 -2.64 2.35
H 4.59 -2.31 0.94
H 0.35 -1.67 -2.60
H -0.36 -0.36 -1.73
H 0.52 -3.07 -0.51
H -1.14 -2.51 -0.70
H -0.07 -1.74 0.46
H 3.87 1.06 -1.76
H 2.46 1.48 -2.74
H 4.48 -0.74 -3.39
H 4.37 0.82 -4.19
H 3.07 -0.34 -4.38
H 5.12 -4.10 -0.20
H 5.71 -6.03 -1.60
H 4.68 -6.30 -3.84
H 3.06 -4.61 -4.66
H 2.49 -2.69 -3.27
Cl -1.59 3.88 -0.69
C -1.34 3.35 -2.47
C -0.63 2.20 -2.70
C -0.60 1.87 -4.04
Cl 0.24 0.39 -4.53
C -1.19 2.61 -5.06
Cl -1.12 2.12 -6.70
C -1.86 3.80 -4.73
Cl -2.59 4.76 -5.94
C -1.95 4.18 -3.39
Cl -2.78 5.62 -2.95
C -5.23 -2.17 4.00
C -4.11 -1.23 4.44
C -2.74 -1.57 3.85
C -2.69 -1.36 2.33
Ge -2.55 0.54 1.89
C -4.18 1.40 1.29
C -5.05 0.58 0.34
C -6.47 1.12 0.22
C -7.33 0.28 -0.72
H -6.13 -2.01 4.59
H -4.94 -3.22 4.12
H -5.51 -2.03 2.95
H -4.04 -1.24 5.53
H -4.38 -0.20 4.17
H -2.49 -2.61 4.07
H -1.98 -0.96 4.35
H -3.61 -1.71 1.85
H -1.89 -1.94 1.88
H -2.01 1.29 3.14
H -3.95 2.38 0.85
H -4.71 1.61 2.22
H -5.10 -0.46 0.66
H -4.59 0.57 -0.66
H -6.44 2.15 -0.13
H -6.92 1.15 1.21
H -6.90 0.25 -1.73
H -8.34 0.67 -0.80
H -7.40 -0.75 -0.37
```

Values from the calculation:
* E_LUMO (alpha / beta): -7.246 / -7.245 eV
* highest occupied orbital energy (alpha / beta): -9.34 / -9.34 eV
* net charge: +1
* orbital gap (alpha / beta): 2.09 / 2.09 eV



[2]
Density functional theory data (ωB97M-V with the def2-TZVPD basis set) for a 7-piece molecular cluster, C35H50F6NO21S overall at a distorted geometry.

XYZ file:
```
114
C35H50F6NO21S (ωB97M-V with the def2-TZVPD basis set)
C 2.74 -3.54 3.38
C 1.54 -2.91 2.48
S 0.26 -2.30 3.67
C -0.71 -0.87 3.01
C 0.10 0.15 2.07
C -0.74 1.56 1.95
C -2.30 1.40 2.18
O -2.95 0.49 1.24
C -4.28 0.30 1.77
O -5.05 1.27 2.00
C -4.87 -1.16 2.10
C -5.19 -1.95 0.72
C 0.16 -0.43 0.58
C 1.35 0.11 -0.34
C 2.33 -1.13 -0.73
C 0.67 0.53 -1.77
N 2.08 1.31 0.14
O 1.61 2.45 -0.29
C 2.51 1.29 1.55
C 2.65 2.85 2.02
C 4.04 0.72 1.62
C 1.55 0.56 2.60
H 3.54 -3.99 2.70
H 2.35 -4.38 4.06
H 3.25 -2.76 4.04
H 1.98 -2.07 1.86
H 1.20 -3.74 1.78
H -1.55 -1.31 2.36
H -1.19 -0.37 3.93
H -0.30 2.38 2.60
H -0.62 1.89 0.85
H -2.58 1.17 3.28
H -2.76 2.45 1.99
H -4.20 -1.75 2.80
H -5.89 -1.02 2.62
H -5.81 -1.21 0.08
H -5.91 -2.82 0.93
H -4.25 -2.29 0.18
H 0.18 -1.57 0.51
H -0.83 -0.12 0.07
H 1.74 -1.99 -1.18
H 2.99 -0.72 -1.59
H 3.04 -1.43 0.11
H 1.38 1.08 -2.46
H 0.38 -0.45 -2.29
H -0.32 1.10 -1.60
H 1.61 3.33 2.13
H 3.07 2.81 3.10
H 3.34 3.45 1.33
H 4.75 1.63 1.72
H 4.22 0.10 2.58
H 4.36 0.18 0.67
H 2.15 -0.30 3.07
H 1.38 1.31 3.47
C -6.21 -4.30 -2.15
C -5.60 -5.22 -3.16
O -4.29 -4.71 -3.30
C -3.98 -4.14 -2.10
O -2.87 -3.86 -1.76
O -5.09 -3.96 -1.34
F -6.23 -5.12 -4.35
H -6.62 -3.39 -2.59
H -6.99 -4.79 -1.56
H -5.56 -6.26 -2.85
C 0.71 3.92 -3.26
C 0.13 3.42 -4.54
O -0.38 4.59 -5.14
C 0.41 5.61 -4.69
O 0.45 6.69 -5.19
O 1.15 5.23 -3.62
F -0.90 2.57 -4.31
H -0.02 3.99 -2.46
H 1.55 3.31 -2.92
H 0.85 2.95 -5.21
C 0.62 -2.38 8.42
C 1.31 -1.07 8.63
O 0.82 -0.28 7.56
C -0.42 -0.77 7.28
O -1.24 -0.20 6.63
O -0.62 -1.99 7.85
F 2.65 -1.19 8.50
H 1.16 -3.03 7.72
H 0.47 -2.92 9.36
H 1.07 -0.58 9.58
C -2.38 0.09 -3.44
C -3.21 0.37 -4.65
O -4.09 -0.73 -4.71
C -4.25 -1.13 -3.42
O -5.12 -1.86 -3.04
O -3.30 -0.60 -2.60
F -2.44 0.37 -5.78
H -1.53 -0.56 -3.65
H -2.02 1.00 -2.96
H -3.78 1.30 -4.60
C -0.05 -1.42 -7.83
C -1.12 -2.27 -7.23
O -0.59 -2.59 -5.95
C 0.21 -1.54 -5.62
O 0.61 -1.33 -4.51
O 0.50 -0.76 -6.70
F -1.28 -3.42 -7.93
H 0.73 -2.00 -8.32
H -0.45 -0.70 -8.55
H -2.08 -1.77 -7.11
C 8.07 4.95 1.48
C 6.77 5.03 0.74
O 5.88 4.30 1.56
C 6.36 4.44 2.83
O 5.73 4.19 3.81
O 7.64 4.90 2.84
F 6.86 4.42 -0.46
H 8.63 4.04 1.25
H 8.71 5.81 1.30
H 6.40 6.05 0.61
```

Values from the calculation:
* E_LUMO (alpha / beta): 0.492 / 0.286 eV
* 2S+1: 2
* highest occupied orbital energy (alpha / beta): -8.32 / -8.34 eV
* orbital gap (alpha / beta): 8.81 / 8.62 eV
* <S²>: 0.754